Record 1
Computed, not measured: C7H12F3NO3 as an isolated structure in a non-equilibrium geometry, with the ωB97M-V functional and the def2-TZVPD basis.

HOMO level	-0.313	Ha
energy relative to the best compared isomer or geometry (same formula, charge and spin)	145.7	kJ/mol
total energy	-23236.676	eV
frontier orbital gap	8.716	eV

ORCA input file:
```
! wB97M-V def2-TZVPD RIJCOSX def2/J DEFGRID3
* xyz 0 1
C 1.904 -1.779 0.494
C -1.724 -1.587 -1.713
C 0.092 1.573 1.651
C 0.811 -0.731 0.888
C -1.255 -1.483 -0.300
C 1.325 0.677 1.165
C -2.747 -0.315 0.394
N -0.037 -0.842 -0.202
O 2.713 -1.426 -0.438
O 2.044 -2.832 1.132
O 1.872 1.279 -0.057
F -3.940 -0.873 0.046
F -2.612 -0.305 1.758
F -2.577 0.894 -0.156
H -1.864 -0.647 -2.145
H -0.850 -1.947 -2.274
H -2.694 -2.046 -2.034
H -0.513 1.654 0.751
H 0.409 2.592 1.841
H -0.429 1.257 2.590
H 0.235 -1.106 1.745
H -1.345 -2.468 0.326
H 2.166 0.839 1.859
H 0.358 -0.348 -1.018
H 2.515 -0.431 -0.656
H 2.437 2.095 0.072
*
```

***

Record 2
Computed, not measured: an isolated ion of composition C7H12FN2 and charge +1 in a non-equilibrium geometry, with the ωB97M-V functional and the def2-TZVPD basis.

HOMO level	-0.487	Ha
energy relative to the best compared isomer or geometry (same formula, charge and spin)	414.3	kJ/mol
total energy	-13139.689	eV
SMILES	C[NH2+]\C=C/C=C(C)\C=N\F
frontier orbital gap	9.793	eV

ORCA input file:
```
! wB97M-V def2-TZVPD RIJCOSX def2/J DEFGRID3
* xyz 1 1
C -2.174 -1.603 1.152
N -1.356 -0.853 0.139
C -0.107 -1.566 -0.202
C 1.119 -1.234 0.165
C 1.527 0.181 0.391
C 1.252 1.060 -0.610
C 1.641 2.588 -0.631
C 0.685 0.708 -1.915
N -0.205 -0.226 -1.908
F -0.505 -0.775 -3.097
H -2.766 -2.380 0.633
H -1.545 -2.076 1.891
H -3.110 -1.022 1.593
H -1.086 0.164 0.382
H -1.964 -0.853 -0.745
H -0.403 -2.543 -0.626
H 1.914 -2.089 0.144
H 2.306 0.546 1.057
H 2.647 2.721 -0.866
H 1.365 3.076 0.313
H 0.940 3.001 -1.459
H 1.192 1.160 -2.732
*
```

***

Record 3
Computed, not measured: an isolated ion of composition C7H12FN2S and charge +1 in a non-equilibrium geometry, with the ωB97M-V functional and the def2-TZVPD basis.

HOMO level (alpha / beta)	-0.434 / -0.434	Ha
energy relative to the best compared isomer or geometry (same formula, charge and spin)	269.2	kJ/mol
total energy	-23975.157	eV
frontier orbital gap (alpha / beta)	6.601 / 6.599	eV

ORCA input file:
```
! wB97M-V def2-TZVPD RIJCOSX def2/J DEFGRID3
* xyz 1 1
C 1.005 1.100 0.752
C -1.808 -1.523 1.250
C 1.277 0.314 -1.472
C 1.589 -1.274 -1.368
C -2.006 -0.908 -0.121
C -0.634 -1.276 0.432
C -2.164 0.560 -0.123
N 1.784 0.884 -0.270
N 1.428 1.860 1.708
F -1.849 1.170 -1.307
S 0.977 -1.760 0.321
H -1.982 -0.786 2.025
H -2.155 -2.581 1.501
H 1.794 0.676 -2.340
H 0.141 0.410 -1.483
H 1.007 -1.778 -2.078
H 2.585 -1.544 -1.400
H -2.322 -1.455 -0.948
H -1.468 1.097 0.737
H -3.110 0.860 0.151
H 2.726 1.351 -0.168
H 0.835 2.359 2.387
H 2.349 2.245 1.812
*
```

***

Record 4
Computed, not measured: an isolated ion of composition C7H12FN4 and charge +1 in a non-equilibrium geometry, with the ωB97M-V functional and the def2-TZVPD basis.

HOMO level	-0.482	Ha
energy relative to the best compared isomer or geometry (same formula, charge and spin)	56.1	kJ/mol
total energy	-16123.033	eV
SMILES	CN[C@H]1C[C@@H](F)c2nn(C)c[n+]21
frontier orbital gap	9.723	eV

ORCA input file:
```
! wB97M-V def2-TZVPD RIJCOSX def2/J DEFGRID3
* xyz 1 1
C 0.150 1.908 2.075
N 0.340 0.534 2.036
C 1.103 -0.077 1.000
C 1.338 -1.593 1.280
C 0.253 -2.372 0.457
F -0.909 -2.440 1.153
C -0.103 -1.220 -0.669
N -0.821 -1.160 -1.715
N -0.886 0.161 -1.971
C -1.576 0.775 -3.089
C -0.045 0.830 -1.190
N 0.450 -0.007 -0.297
H -0.327 2.380 1.133
H -0.484 2.067 2.877
H 0.955 2.496 2.163
H -0.466 -0.076 2.147
H 2.144 0.357 1.006
H 1.367 -2.024 2.358
H 2.324 -1.882 0.844
H 0.630 -3.264 0.097
H -2.686 0.814 -3.038
H -1.266 1.799 -3.264
H -1.387 0.083 -4.036
H -0.096 1.911 -1.358
*
```

***

Record 5
Computed, not measured: C7H12MnO3 as an isolated structure in a non-equilibrium geometry, with the ωB97M-V functional and the def2-TZVPD basis.

HOMO level (alpha / beta)	-0.529 / -0.575	Ha
energy relative to the best compared isomer or geometry (same formula, charge and spin)	593.0	kJ/mol
total energy	-44890.407	eV
frontier orbital gap (alpha / beta)	2.365 / 6.865	eV

ORCA input file:
```
! wB97M-V def2-TZVPD RIJCOSX def2/J DEFGRID3
* xyz 2 6
C -2.727 1.255 -0.093
C -3.735 1.814 -0.793
H -2.092 -0.288 -0.106
H -2.539 1.548 0.943
H -3.904 2.893 -0.779
H -4.346 1.218 -1.474
H -2.070 1.925 -0.819
O 4.740 0.627 1.489
C 3.749 0.598 0.701
O 3.630 1.494 -0.189
O 2.835 -0.324 0.885
C 1.669 -0.296 0.054
C 0.822 -1.498 0.431
C -0.333 -1.732 -0.444
C -1.656 -1.731 -0.033
Mn 5.276 2.172 0.470
H 1.973 -0.340 -1.000
H 1.121 0.639 0.229
H 0.538 -1.502 1.492
H 1.419 -2.423 0.256
H -0.131 -1.832 -1.517
H -2.376 -2.207 -0.707
H -1.862 -2.011 1.005
*
```

***

Record 6
Computed, not measured: C7H12N as an isolated structure in a non-equilibrium geometry, with the ωB97M-V functional and the def2-TZVPD basis.

HOMO level (alpha / beta)	-0.454 / -0.453	Ha
energy relative to the best compared isomer or geometry (same formula, charge and spin)	535.8	kJ/mol
total energy	-8931.449	eV
frontier orbital gap (alpha / beta)	8.290 / 8.235	eV

ORCA input file:
```
! wB97M-V def2-TZVPD RIJCOSX def2/J DEFGRID3
* xyz 1 1
C -0.345 1.122 -0.794
C 0.523 0.191 -1.137
C -0.677 1.823 0.424
C 0.978 -0.805 -0.066
C -0.516 0.453 1.112
C 1.010 -0.168 -2.483
C -1.719 -0.441 1.243
N 0.838 -0.145 1.276
H 0.075 2.448 0.976
H -1.701 2.069 0.655
H 0.249 -1.721 -0.196
H 1.996 -1.272 -0.089
H 0.483 0.358 -3.174
H 0.849 -1.141 -2.755
H 2.026 -0.176 -2.443
H -2.659 -0.044 1.558
H -1.661 -1.296 2.039
H -1.899 -1.058 0.443
H 0.641 -0.792 2.027
H 1.509 0.596 1.385
*
```